1.
Entry from the OMol25 dataset: a molecular structure, C3H5LuO3 (ωB97M-V with the def2-TZVPD basis set).

## Properties
- Energy above the lowest of the compared OMol25 structures with the same formula, charge and spin: 0.0 kcal/mol
- <S²>: 0.75
- Orbital gap (alpha / beta): 3.562 / 8.373 eV
- Spin multiplicity: 2
- Charge: +3
- E_HOMO (alpha / beta): -20.451 / -25.311 eV

Each line ends with the Löwdin spin population.
Geometry (Å):
H (-0.249, 0.310, -2.411)  0.01
O (-1.131, 1.151, 0.024)  0.02
C (-0.685, 0.163, -0.568)  0.02
C (1.725, -1.312, -1.632)  0.58
O (0.206, -0.535, 0.123)  0.04
O (-0.830, -0.180, -1.808)  0.03
C (0.930, -1.710, -0.456)  0.11
H (2.386, -0.448, -1.562)  0.03
H (1.694, -1.912, -2.540)  0.02
H (1.545, -2.027, 0.395)  0.03
H (0.161, -2.454, -0.685)  0.00
Lu (-0.128, 1.050, 1.978)  0.11

---

2.
Entry from the OMol25 dataset: a molecular structure, C3H5MnO3 (ωB97M-V with the def2-TZVPD basis set).

## Properties
- Energy above the lowest of the compared OMol25 structures with the same formula, charge and spin: 75.8 kcal/mol
- <S²>: 12.00
- Orbital gap (alpha / beta): 6.447 / 5.796 eV
- Spin multiplicity: 7
- E_HOMO (alpha / beta): -6.798 / -6.783 eV

Each line ends with the Löwdin spin population.
Geometry (Å):
H (-2.548, -1.027, -0.007)  0.01
O (0.687, -0.417, -0.965)  0.03
C (1.272, 0.424, -0.205)  0.04
C (-0.966, -0.615, -0.295)  0.00
O (2.442, 0.830, -0.321)  0.24
O (0.498, 0.974, 0.714)  0.01
C (-0.697, 0.208, 0.966)  0.00
Mn (3.685, 0.853, -1.712)  5.67
H (-0.877, -1.692, -0.120)  0.00
H (-1.498, -0.043, -1.063)  0.00
H (-0.505, -0.428, 1.837)  0.00
H (-1.492, 0.932, 1.170)  0.00

---

3.
Entry from the OMol25 dataset: a single C3H5N molecule (ωB97M-V with the def2-TZVPD basis set).

## Properties
- Energy above the lowest of the compared OMol25 structures with the same formula, charge and spin: 48.8 kcal/mol
- Orbital gap: 10.150 eV
- Spin multiplicity: 1
- E_HOMO: -9.245 eV

Each line ends with the Mulliken charge.
Geometry (Å):
C (0.677, 0.216, -0.051)  0.00
C (0.783, 1.537, -0.345)  -0.69
C (-1.019, -1.213, 0.480)  -0.18
N (-0.320, -0.274, 0.823)  -0.36
H (1.163, -0.737, -0.516)  0.28
H (1.042, 1.842, -1.364)  0.24
H (0.216, 2.194, 0.279)  0.30
H (-1.855, -1.616, 1.025)  0.25
H (-0.688, -1.950, -0.331)  0.15

---

4.
Entry from the OMol25 dataset: a single C3H5N molecule (ωB97M-V with the def2-TZVPD basis set).

## Properties
- Energy above the lowest of the compared OMol25 structures with the same formula, charge and spin: 52.8 kcal/mol
- Orbital gap: 10.224 eV
- Spin multiplicity: 1
- E_HOMO: -9.223 eV

Each line ends with the Mulliken charge.
Geometry (Å):
C (-0.815, 0.029, 0.058)  -0.46
C (0.457, -0.075, 0.692)  -0.31
C (1.567, -0.196, 1.080)  0.05
H (-0.239, 0.972, -1.766)  0.22
H (-1.674, -0.053, -1.779)  0.22
H (-1.445, 0.840, 0.583)  0.23
H (-1.479, -0.913, 0.215)  0.23
H (2.649, -0.294, 1.264)  0.38
N (-0.724, 0.129, -1.357)  -0.56

---

5.
Entry from the OMol25 dataset: a single C3H5N molecule (ωB97M-V with the def2-TZVPD basis set).

## Properties
- Energy above the lowest of the compared OMol25 structures with the same formula, charge and spin: 56.0 kcal/mol
- Orbital gap: 9.330 eV
- Spin multiplicity: 1
- E_HOMO: -8.912 eV

Each line ends with the Mulliken charge.
Geometry (Å):
C (-0.953, -0.087, 0.104)  0.11
C (-0.531, -0.476, -1.102)  -0.57
C (1.112, 0.529, 1.064)  -0.38
N (-0.118, 0.107, 1.183)  -0.42
H (-2.073, 0.203, 0.125)  0.26
H (0.637, -0.618, -1.248)  0.21
H (-1.281, -0.978, -1.923)  0.22
H (1.916, 0.305, 1.685)  0.26
H (1.290, 1.014, 0.113)  0.32

---

6.
Entry from the OMol25 dataset: 2 unconnected molecules or ions with the total composition C3H5N (ωB97M-V with the def2-TZVPD basis set).

## Properties
- Energy above the lowest of the compared OMol25 structures with the same formula, charge and spin: 65.9 kcal/mol
- Orbital gap: 10.156 eV
- Spin multiplicity: 1
- E_HOMO: -10.345 eV

Each line ends with the Mulliken charge.
Geometry (Å):
C (1.473, 0.317, 0.019)  0.44
C (-0.809, -0.490, -0.376)  -0.86
C (0.204, 0.135, 0.499)  -0.54
N (2.547, 0.522, -0.383)  -0.40
H (-0.621, -1.649, -0.474)  0.27
H (-1.872, -0.495, 0.123)  0.26
H (-0.820, 0.053, -1.273)  0.33
H (0.213, -0.130, 1.475)  0.31
H (-0.317, 1.737, 0.389)  0.20

---

7.
Entry from the OMol25 dataset: a single C3H5N molecule (ωB97M-V with the def2-TZVPD basis set).

## Properties
- Energy above the lowest of the compared OMol25 structures with the same formula, charge and spin: 43.5 kcal/mol
- Orbital gap: 10.600 eV
- Spin multiplicity: 1
- E_HOMO: -9.587 eV

Each line ends with the Mulliken charge.
Geometry (Å):
C (-0.160, -0.544, 0.354)  -0.54
C (0.707, -0.052, -0.735)  -0.37
C (1.443, 0.374, -1.583)  0.16
H (-0.906, 1.304, 0.998)  0.23
H (-1.858, 0.022, 1.350)  0.22
H (0.490, -0.776, 1.242)  0.24
H (-0.602, -1.499, 0.058)  0.28
H (2.137, 0.760, -2.314)  0.37
N (-1.251, 0.411, 0.631)  -0.60

---

8.
Entry from the OMol25 dataset: a gas-phase ion, C3H5N2 (charge +1) (ωB97M-V with the def2-TZVPD basis set).

## Properties
- Energy above the lowest of the compared OMol25 structures with the same formula, charge and spin: 138.1 kcal/mol
- Orbital gap (alpha / beta): 7.547 / 7.821 eV
- Spin multiplicity: 1
- Charge: +1
- E_HOMO (alpha / beta): -15.573 / -15.866 eV

Each line ends with the Mulliken charge.
Geometry (Å):
C (0.412, 0.363, -0.025)  0.68
C (1.806, 0.360, -0.081)  -0.45
C (-1.458, 0.078, -0.090)  -0.20
N (-0.649, 1.213, -0.100)  -0.32
N (-0.337, -0.819, -0.066)  -0.25
H (2.285, -0.688, -0.058)  0.27
H (2.600, 1.169, 0.061)  0.32
H (-2.097, -0.027, 0.770)  0.32
H (-2.255, 0.148, -0.733)  0.31
H (-0.307, -1.796, 0.322)  0.32

---

What is the energy above the lowest of the compared OMol25 structures with the same formula, charge and spin in the third record?
48.8 kcal/mol

---

Which of these has the highest spin multiplicity?
C3H5MnO3

---

Copy entry 8 word for word.
Entry from the OMol25 dataset: a gas-phase ion, C3H5N2 (charge +1) (ωB97M-V with the def2-TZVPD basis set).

## Properties
- Energy above the lowest of the compared OMol25 structures with the same formula, charge and spin: 138.1 kcal/mol
- Orbital gap (alpha / beta): 7.547 / 7.821 eV
- Spin multiplicity: 1
- Charge: +1
- E_HOMO (alpha / beta): -15.573 / -15.866 eV

Each line ends with the Mulliken charge.
Geometry (Å):
C (0.412, 0.363, -0.025)  0.68
C (1.806, 0.360, -0.081)  -0.45
C (-1.458, 0.078, -0.090)  -0.20
N (-0.649, 1.213, -0.100)  -0.32
N (-0.337, -0.819, -0.066)  -0.25
H (2.285, -0.688, -0.058)  0.27
H (2.600, 1.169, 0.061)  0.32
H (-2.097, -0.027, 0.770)  0.32
H (-2.255, 0.148, -0.733)  0.31
H (-0.307, -1.796, 0.322)  0.32